# 1
Molecular formula: C24H23AsMnN2O6S3
Method: DFT, wB97M-V/def2-TZVPD

The geometry in XYZ format:
```
60
Properties=species:S:1:pos:R:3:forces:R:3
Mn 0.016 2.285 -0.789 0.225 0.586 0.649
S 1.896 0.901 -1.364 0.634 0.205 -0.262
C 1.084 -0.538 -1.324 0.193 -0.223 0.123
N 1.736 -1.686 -1.232 0.043 -0.700 -0.045
C 1.015 -2.961 -1.318 0.393 0.133 -0.080
C -0.207 -2.851 -0.478 -0.343 0.144 0.062
N -1.016 -1.737 -0.987 0.130 -0.258 0.102
C -2.466 -1.910 -0.762 0.063 0.232 0.219
C -2.711 -2.065 0.724 0.032 0.189 -0.153
C -2.310 -1.013 1.546 -0.034 -0.094 0.063
C -2.492 -1.068 2.916 -0.099 -0.439 0.031
C -3.085 -2.204 3.471 0.045 0.096 -0.086
C -3.482 -3.258 2.661 0.007 0.017 -0.107
C -3.292 -3.191 1.280 -0.058 -0.065 0.108
C -0.441 -0.600 -1.375 -0.260 -0.549 0.196
S -1.324 0.706 -1.877 -0.848 -0.423 -0.915
C 3.201 -1.812 -1.155 -0.081 0.102 -0.066
C 3.747 -2.442 -2.410 -0.009 0.098 -0.119
C 3.699 -1.724 -3.606 -0.015 -0.008 -0.008
C 4.171 -2.287 -4.780 0.038 -0.139 0.062
C 4.700 -3.576 -4.768 -0.031 0.070 0.020
C 4.753 -4.293 -3.582 -0.046 0.078 0.041
C 4.272 -3.725 -2.405 0.064 -0.070 -0.056
H 1.668 -3.749 -0.947 0.032 0.034 0.014
H 0.782 -3.185 -2.360 -0.047 -0.026 -0.044
H 0.047 -2.675 0.570 -0.026 -0.007 0.006
H -0.805 -3.759 -0.531 -0.026 0.021 -0.032
H -2.806 -2.773 -1.331 0.067 -0.143 -0.016
H -2.978 -1.031 -1.142 0.058 0.014 -0.035
H -1.842 -0.146 1.099 0.031 0.018 -0.028
H -2.178 -0.217 3.511 -0.082 -0.202 0.033
H -3.239 -2.258 4.542 -0.001 -0.026 -0.014
H -3.941 -4.135 3.100 0.006 0.004 -0.021
H -3.604 -4.013 0.643 -0.005 0.008 0.033
H 3.431 -2.413 -0.274 -0.031 -0.098 -0.003
H 3.620 -0.824 -1.000 -0.015 0.059 0.006
H 3.293 -0.718 -3.613 0.014 -0.030 0.024
H 4.135 -1.723 -5.702 0.001 -0.009 0.012
H 5.073 -4.016 -5.683 -0.004 0.005 0.007
H 5.166 -5.293 -3.571 -0.004 0.008 0.010
H 4.319 -4.284 -1.476 0.005 0.003 -0.024
O -2.863 2.333 1.076 0.024 -0.258 0.190
As -1.417 2.336 2.103 0.507 0.099 -0.969
O -1.868 1.691 3.555 0.676 0.549 -0.744
O -0.199 1.664 1.096 -1.104 0.065 1.293
C -1.095 4.245 2.251 0.067 0.628 0.010
C -1.348 4.655 3.550 0.009 0.334 -0.045
C -1.306 6.006 3.904 -0.066 -0.279 0.225
C -1.022 6.963 2.962 0.074 0.184 -0.267
C -0.750 6.588 1.644 -0.087 -0.225 0.414
C -0.776 5.249 1.290 -0.144 -0.173 0.609
S -0.293 4.917 -0.368 0.222 -2.525 -0.552
O -0.159 6.137 -1.085 -0.063 0.495 -0.095
O -1.288 3.921 -0.921 0.178 1.281 0.333
O 0.956 4.081 -0.256 -0.256 1.209 0.027
H -3.556 1.941 1.626 -0.074 0.030 -0.082
H -1.602 3.900 4.283 0.005 0.035 0.048
H -1.509 6.291 4.929 0.004 0.007 -0.019
H -1.001 8.010 3.235 0.003 -0.022 -0.020
H -0.510 7.334 0.901 0.006 -0.052 -0.064
```
Positions in Å, forces in eV/Å.

Computed properties:
2S+1 ... 6
Gap between HOMO and LUMO (alpha / beta) ... 6.4 / 7.8 eV
Relative energy (zero: lowest compared OMol25 entry of this formula, charge and spin) ... 26.0 kJ/mol

# 2
Molecular formula: C24H23Br2ClFNaO10P3
Method: DFT, wB97M-V/def2-TZVPD

The geometry in XYZ format:
```
65
Properties=species:S:1:pos:R:3:forces:R:3
C -4.821 2.695 1.729 0.164 0.082 -0.331
C -4.094 2.755 0.387 -0.114 0.007 0.466
O -3.544 4.079 0.233 0.139 -0.402 -0.289
C -2.998 4.230 -1.021 -0.183 -0.272 0.566
O -3.527 4.921 -1.827 -0.109 0.576 -0.430
C -1.724 3.476 -1.302 0.062 0.133 -0.503
C -0.640 4.444 -1.816 0.302 0.176 0.142
C 0.654 4.452 -0.982 -0.647 -0.333 0.319
C 1.266 3.159 -0.469 0.347 0.052 0.346
C 1.312 1.961 -1.177 0.117 -0.496 -0.602
Br 0.740 1.865 -2.996 0.113 0.194 0.250
C 1.825 0.778 -0.633 -0.287 0.324 0.100
C 2.332 0.762 0.660 -0.185 -0.140 -0.144
C 2.351 1.963 1.351 0.175 0.040 0.284
Cl 2.963 1.985 3.002 -0.177 -0.226 -0.005
C 1.864 3.157 0.825 0.486 0.210 -0.447
P 2.059 4.643 1.974 -0.096 0.066 0.747
O 1.824 6.003 1.103 -0.054 -0.359 -0.080
Br 4.277 4.874 2.146 -0.220 -0.069 -0.367
C 2.831 -0.567 1.158 -0.407 -0.199 -0.325
O 3.876 -0.687 1.756 -0.197 0.166 -0.158
C 1.968 -1.763 0.794 0.104 0.361 0.108
C 1.445 -1.723 -0.492 -0.348 -0.249 -0.085
C 0.585 -2.747 -0.991 -0.097 0.437 0.418
P -0.073 -2.535 -2.697 1.313 0.425 -1.400
C -1.451 -1.340 -2.516 0.066 -0.248 0.901
C -0.687 -4.072 -3.480 -0.962 -0.109 0.588
C 0.306 -3.786 -0.121 -0.277 -0.279 0.219
C -0.648 -4.892 -0.493 -0.173 0.188 0.311
C 0.086 -6.007 -1.162 -0.216 0.361 0.002
O 1.251 -6.077 -1.278 1.266 -0.138 -0.019
F -0.687 -6.979 -1.615 -0.762 -0.358 -0.143
C 0.872 -3.849 1.164 0.318 -0.066 -0.219
O 0.542 -4.918 1.954 -0.044 0.070 -0.188
C 1.715 -2.855 1.662 -0.524 -0.132 0.190
P 2.391 -3.029 3.347 1.066 -0.834 -0.199
O 3.854 -3.075 3.350 0.232 1.232 0.135
O 1.810 -1.799 4.248 -0.011 -0.423 -0.601
O 1.870 -4.341 4.056 -0.656 0.495 0.194
C 1.867 -0.544 -1.345 -0.293 -0.155 0.582
O 2.258 -0.673 -2.460 0.438 0.022 -0.665
H -4.428 1.898 2.352 -0.081 -0.140 0.086
H -4.664 3.634 2.249 -0.055 0.097 0.070
H -5.884 2.555 1.571 -0.129 -0.030 0.167
H -3.312 1.993 0.351 0.211 0.090 -0.073
H -4.772 2.567 -0.444 -0.103 0.018 -0.069
H -1.975 2.803 -2.118 -0.007 -0.291 0.013
H -1.413 2.876 -0.451 0.107 0.041 0.135
H -1.042 5.451 -1.731 0.062 0.166 -0.033
H -0.434 4.325 -2.868 -0.093 -0.265 -0.189
H 0.332 4.971 -0.093 0.104 0.055 0.169
H 1.425 5.083 -1.417 0.065 -0.009 -0.230
H 0.908 6.272 1.256 0.085 0.412 0.035
H -2.043 -1.278 -3.422 -0.072 -0.178 -0.111
H -2.067 -1.515 -1.635 -0.353 -0.124 -0.144
H -0.987 -0.369 -2.372 0.106 0.201 -0.072
H 0.052 -4.865 -3.488 0.278 0.076 0.028
H -0.884 -3.808 -4.515 0.165 0.173 -0.133
H -1.625 -4.469 -3.095 -0.063 -0.123 -0.001
H -1.104 -5.324 0.395 -0.095 0.032 0.143
H -1.461 -4.507 -1.095 -0.058 -0.118 -0.199
H 0.977 -5.716 1.624 -0.014 -0.034 0.015
H 0.841 -1.838 4.240 -0.035 0.468 0.152
H 1.365 -4.170 4.860 -0.024 -0.280 0.012
Na 4.094 -0.512 3.824 0.327 -0.364 0.567
```
Positions in Å, forces in eV/Å.

Computed properties:
2S+1 ... 1
Gap between HOMO and LUMO ... 6.4 eV
Charge ... +1
Relative energy (zero: lowest compared OMol25 entry of this formula, charge and spin) ... 0.0 kJ/mol

# 3
Molecular formula: C24H23ClFeP
Method: DFT, wB97M-V/def2-TZVPD

The geometry in XYZ format:
```
50
Properties=species:S:1:pos:R:3:forces:R:3
C 4.835 0.303 -0.680 0.759 -0.467 -0.845
C 3.612 0.217 -1.407 0.371 0.412 -0.399
C 3.029 1.523 -1.404 -0.073 0.435 -0.958
H 3.257 -0.665 -1.952 0.057 0.482 0.472
C 3.870 2.412 -0.662 0.785 -0.456 -1.302
C 5.000 1.643 -0.219 1.044 0.778 -0.290
H 5.830 2.030 0.410 -0.747 -0.402 -0.699
H 5.517 -0.546 -0.491 -0.585 0.735 -0.254
H 2.135 1.820 -1.982 0.532 -0.290 0.734
H 3.758 3.490 -0.561 -0.191 -0.515 0.223
Fe 3.307 0.864 0.712 -1.433 -0.599 1.117
Cl 2.055 2.152 1.881 -0.916 0.543 1.017
P -0.520 0.051 0.145 -0.760 -0.349 -0.179
C -1.627 1.096 -0.905 -0.094 0.782 -0.378
C -2.493 0.594 -1.911 0.546 0.752 0.752
H -2.546 -0.477 -2.097 0.007 0.220 0.026
C -3.277 1.481 -2.651 0.056 0.328 0.061
H -3.941 1.084 -3.423 0.181 0.191 0.228
C -3.214 2.863 -2.411 0.154 -0.300 0.157
H -3.837 3.550 -2.998 0.293 -0.305 0.275
C -2.352 3.365 -1.422 -0.090 -0.018 -0.036
H -2.306 4.440 -1.230 -0.039 -0.332 -0.131
C -1.548 2.508 -0.672 -0.593 -1.440 -0.772
H -0.865 2.873 0.086 -0.026 0.091 -0.028
C -0.739 -1.584 -0.690 0.332 -0.581 -0.414
C 0.140 -1.840 -1.791 -1.334 -0.426 1.095
H 0.856 -1.079 -2.081 -0.003 -0.059 -0.031
C 0.041 -3.052 -2.471 -0.061 -0.047 -0.053
H 0.699 -3.236 -3.324 -0.228 -0.035 0.275
C -0.892 -4.026 -2.075 -0.062 0.259 0.222
H -0.955 -4.976 -2.617 0.039 0.423 0.234
C -1.740 -3.781 -0.984 0.254 -0.018 -0.232
H -2.463 -4.536 -0.666 0.242 0.186 -0.159
C -1.672 -2.574 -0.286 0.797 0.512 -0.649
H -2.333 -2.386 0.559 0.160 -0.040 -0.195
C -1.612 -0.190 1.618 0.033 -0.076 0.891
C -2.973 0.204 1.686 1.083 -0.489 0.254
H -3.446 0.672 0.824 0.096 -0.091 0.200
C -3.695 -0.019 2.859 0.145 -0.124 0.283
H -4.743 0.287 2.901 0.315 -0.120 0.057
C -3.088 -0.623 3.971 0.098 0.072 -0.339
H -3.667 -0.795 4.887 0.269 0.083 -0.411
C -1.739 -1.007 3.911 -0.062 -0.059 0.002
H -1.263 -1.483 4.773 -0.216 0.191 -0.220
C -0.986 -0.792 2.758 -1.432 0.756 -0.920
H 0.059 -1.065 2.696 0.025 -0.026 0.098
C 4.569 -0.159 2.142 -0.014 -0.814 2.788
H 5.494 -0.203 1.530 -1.774 0.544 -0.145
H 4.954 -0.493 3.085 0.409 -0.451 0.796
H 3.513 0.066 2.631 1.648 0.157 -2.218
```
Positions in Å, forces in eV/Å.

Computed properties:
2S+1 ... 6
Gap between HOMO and LUMO (alpha / beta) ... 8.3 / 7.4 eV
Relative energy (zero: lowest compared OMol25 entry of this formula, charge and spin) ... 191.9 kJ/mol

# 4
Molecular formula: C24H23ClN2O4
Method: DFT, wB97M-V/def2-TZVPD

The geometry in XYZ format:
```
54
Properties=species:S:1:pos:R:3:forces:R:3
C 6.371 1.094 -1.615 -0.161 -0.037 0.114
C 5.209 0.705 -0.710 0.204 0.070 -0.371
C 4.014 0.250 -1.535 0.112 -0.050 0.422
O 4.025 0.252 -2.750 0.161 0.122 -0.371
N 2.934 -0.199 -0.840 -0.271 -0.204 -0.056
C 2.705 -0.091 0.578 0.038 0.157 0.342
C 1.693 1.025 0.855 -0.126 -0.133 -0.027
C 0.357 0.791 0.122 0.461 -0.264 -0.128
C 0.636 0.476 -1.355 -0.035 -0.124 0.310
C 1.735 -0.571 -1.558 -0.142 -0.088 -0.396
O -0.375 2.028 0.107 -0.187 0.062 -0.186
C -0.940 2.437 1.262 -0.159 0.042 0.553
C -1.387 3.756 1.332 0.062 -0.139 -0.088
C -1.958 4.241 2.490 0.056 -0.151 0.003
C -2.080 3.416 3.605 0.121 -0.235 -0.131
Cl -2.780 4.041 5.054 -0.102 0.092 0.196
C -1.652 2.106 3.554 -0.031 0.194 -0.121
C -1.093 1.604 2.379 -0.004 0.384 -0.015
C -0.706 0.184 2.300 0.091 -0.299 -0.313
O -0.625 -0.561 3.243 -0.017 0.051 -0.023
C -0.517 -0.262 0.844 -0.353 0.014 0.007
C -1.919 -0.443 0.221 0.195 -0.196 0.018
C -1.855 -1.905 -0.162 0.584 0.858 0.461
C -2.915 -2.627 -0.834 -0.436 -0.465 -0.310
C -4.112 -1.996 -1.176 0.296 -0.034 0.121
C -5.113 -2.704 -1.814 -0.142 -0.077 -0.087
C -4.936 -4.043 -2.120 -0.063 0.070 -0.007
C -3.749 -4.678 -1.784 0.032 -0.047 -0.002
C -2.744 -3.979 -1.146 -0.044 0.141 0.025
N -0.753 -2.450 0.177 -0.549 -0.720 -0.483
O 0.081 -1.564 0.784 0.389 0.717 0.427
H 6.672 0.246 -2.223 0.059 -0.009 -0.077
H 7.220 1.425 -1.022 0.074 0.026 0.037
H 6.072 1.895 -2.286 0.043 0.035 -0.074
H 4.916 1.561 -0.098 -0.030 -0.078 0.127
H 5.513 -0.108 -0.047 -0.084 0.066 0.114
H 2.303 -1.042 0.940 0.205 0.090 0.018
H 3.631 0.119 1.111 -0.039 -0.053 -0.037
H 1.528 1.109 1.931 0.063 0.078 0.028
H 2.094 1.976 0.494 -0.005 -0.009 0.037
H -0.273 0.145 -1.857 -0.082 0.046 -0.029
H 0.948 1.415 -1.817 -0.012 -0.002 -0.021
H 1.406 -1.552 -1.207 0.020 0.075 -0.087
H 1.988 -0.632 -2.618 -0.082 -0.038 0.175
H -1.274 4.385 0.464 0.027 0.093 -0.098
H -2.303 5.261 2.539 -0.035 0.095 0.015
H -1.748 1.444 4.401 -0.020 -0.037 0.090
H -2.083 0.213 -0.635 -0.043 -0.026 0.030
H -2.713 -0.265 0.952 -0.019 0.022 -0.096
H -4.263 -0.953 -0.941 0.004 0.109 0.032
H -6.036 -2.208 -2.074 -0.067 0.035 -0.019
H -5.721 -4.592 -2.618 -0.062 -0.044 -0.040
H -3.610 -5.722 -2.020 0.021 -0.085 -0.016
H -1.816 -4.455 -0.875 0.083 -0.100 0.008
```
Positions in Å, forces in eV/Å.

Computed properties:
2S+1 ... 1
Gap between HOMO and LUMO ... 8.7 eV
Structure (SMILES) ... CCC(=O)N1CCC2(CC1)Oc1ccc(Cl)cc1C(=O)[C@@]21CC(c2ccccc2)=NO1